Density functional theory data (ωB97M-V with the def2-TZVPD basis set) for C3H3NOS2 in the gas phase at a distorted geometry.

Atoms and positions in Å:
C 1.224 0.195 -0.183
C 1.274 -0.997 0.490
C -1.270 -0.569 0.243
N 0.191 0.919 -0.451
O -2.641 1.607 -0.280
S -0.223 -1.864 0.698
S -2.689 0.270 0.331
H 2.169 0.514 -0.538
H 2.208 -1.554 0.918
H -0.243 1.479 -1.228

The lowest unoccupied orbital energy (alpha / beta) comes out at -1.00 / -1.00 eV. Its spin multiplicity is 1. Its energy above the lowest of the compared OMol25 structures with the same formula, charge and spin is 5.505 eV. The total energy comes out at -28362.3289 eV. The value obtained for the HOMO energy (alpha / beta) is -7.82 / -7.82 eV. As for the total charge: 0. The HOMO-LUMO gap (alpha / beta) is 6.82 / 6.82 eV.

***

Density functional theory data (ωB97M-V with the def2-TZVPD basis set) for 2 unconnected molecules or ions with the total composition C4H7N at a distorted geometry.

Atoms and positions in Å:
C 1.809 0.101 0.951
C -1.314 0.455 -0.927
C -1.277 -1.012 -0.470
C -1.000 0.166 0.422
N 2.538 0.961 0.482
H 1.915 -0.929 1.530
H -0.506 0.721 -1.539
H -2.085 1.205 -1.210
H -2.085 -1.605 -0.202
H -0.449 -1.501 -0.707
H -1.163 0.594 1.311
H 3.617 0.843 0.359

The lowest unoccupied orbital energy (alpha / beta) comes out at 0.50 / 1.06 eV. Its spin multiplicity is 1. Its energy above the lowest of the compared OMol25 structures with the same formula, charge and spin is 6.596 eV. The total energy comes out at -5744.8207 eV. The value obtained for the HOMO energy (alpha / beta) is -7.49 / -7.66 eV. As for the total charge: 0. The HOMO-LUMO gap (alpha / beta) is 7.99 / 8.72 eV.

***

Density functional theory data (ωB97M-V with the def2-TZVPD basis set) for 2 unconnected molecules or ions with the total composition C3H10S2 at a distorted geometry.

Atoms and positions in Å:
C 0.569 2.156 -1.174
C -0.889 2.062 -1.553
H 0.751 1.713 -0.182
H 1.048 3.131 -1.029
H 1.306 1.667 -1.818
H -1.547 2.405 -0.766
H -1.231 2.437 -2.511
H -1.068 0.971 -1.558
C -0.862 -2.184 1.215
S 0.874 -2.363 0.743
S 1.673 -3.002 2.483
H -1.317 -1.609 0.412
H -0.923 -1.667 2.164
H -1.341 -3.163 1.261
H 2.954 -2.555 2.314

The lowest unoccupied orbital energy (alpha / beta) comes out at -4.96 / -8.35 eV. Its spin multiplicity is 2. Its energy above the lowest of the compared OMol25 structures with the same formula, charge and spin is 0.196 eV. The expectation value of S² is 0.75. The total energy comes out at -24934.8192 eV. The value obtained for the HOMO energy (alpha / beta) is -14.11 / -14.11 eV. As for the total charge: +1. The HOMO-LUMO gap (alpha / beta) is 9.15 / 5.76 eV.

***

Density functional theory data (ωB97M-V with the def2-TZVPD basis set) for a molecular structure, C21H37FeN9SbSe2.

Atoms and positions in Å:
Fe -0.038 0.352 0.313
C -2.564 3.158 -0.368
Se -2.402 1.309 -0.921
C -3.609 0.583 0.415
C -3.761 -0.892 0.108
Se -2.004 -1.768 0.098
C -2.211 -2.667 1.807
H -2.222 3.268 0.658
H -3.608 3.444 -0.462
H -1.947 3.758 -1.029
H -4.559 1.115 0.350
H -3.167 0.742 1.400
H -4.204 -1.045 -0.875
H -4.378 -1.403 0.845
H -3.140 -3.230 1.768
H -2.179 -1.945 2.618
H -1.379 -3.357 1.903
N 0.448 2.895 2.430
C 0.075 1.665 2.926
N 0.022 1.357 4.203
N -0.360 0.056 4.218
N -0.525 -0.392 3.032
N -0.266 0.618 2.160
C 0.524 3.140 1.083
N 0.843 4.288 0.518
N 0.768 4.035 -0.809
N 0.421 2.824 -1.032
N 0.241 2.217 0.168
H 0.735 3.610 3.075
C 4.657 0.744 0.148
C 4.039 0.567 1.373
C 2.658 0.418 1.456
C 1.884 0.460 0.298
C 2.508 0.649 -0.935
C 3.889 0.772 -1.007
H 5.730 0.876 0.091
H 4.629 0.545 2.282
H 2.209 0.262 2.426
H 1.925 0.750 -1.843
H 4.360 0.934 -1.969
C -0.400 -5.154 -0.639
C 0.814 -4.892 0.245
C 0.616 -5.526 1.620
Sb 1.349 -2.783 0.324
C 3.226 -3.000 1.380
C 3.999 -4.284 1.095
C 3.020 -2.829 2.885
C 2.001 -2.615 -1.738
C 0.879 -1.977 -2.556
C 2.482 -3.891 -2.420
H -0.607 -6.228 -0.695
H -0.266 -4.795 -1.661
H -1.298 -4.676 -0.243
H 1.690 -5.350 -0.220
H -0.321 -5.206 2.079
H 1.415 -5.295 2.323
H 0.565 -6.615 1.529
H 3.811 -2.161 1.004
H 3.464 -5.173 1.431
H 4.951 -4.265 1.634
H 4.233 -4.415 0.039
H 2.507 -3.693 3.312
H 2.424 -1.954 3.144
H 3.983 -2.748 3.396
H 2.836 -1.915 -1.682
H 0.024 -2.650 -2.655
H 1.218 -1.728 -3.566
H 0.499 -1.051 -2.112
H 1.685 -4.632 -2.512
H 3.312 -4.362 -1.897
H 2.825 -3.666 -3.435

The lowest unoccupied orbital energy (alpha / beta) comes out at -0.88 / -0.57 eV. Its spin multiplicity is 2. Its energy above the lowest of the compared OMol25 structures with the same formula, charge and spin is 1.117 eV. The expectation value of S² is 0.86. The total energy comes out at -207401.1421 eV. The value obtained for the HOMO energy (alpha / beta) is -8.12 / -8.20 eV. As for the total charge: 0. The HOMO-LUMO gap (alpha / beta) is 7.24 / 7.63 eV.

***

Density functional theory data (ωB97M-V with the def2-TZVPD basis set) for 2 unconnected molecules or ions with the total composition C11H15N at a distorted geometry.

Atoms and positions in Å:
C 2.390 0.363 0.864
C -0.504 2.005 -1.139
C 0.389 0.834 -1.040
C 1.244 1.099 0.141
C 0.843 2.394 0.557
C -1.609 1.934 -2.030
C -1.670 0.795 -2.851
C -0.796 -0.334 -2.821
C 0.227 -0.309 -1.795
N -0.118 3.036 -0.326
H -2.286 2.581 -2.088
H -2.357 0.674 -3.735
H -0.958 3.382 0.230
H -0.627 -1.009 -3.686
H 1.060 2.861 1.456
H 0.994 -1.116 -1.827
H 2.666 -0.700 0.529
H 2.206 0.275 1.986
H 3.448 0.811 0.696
C -0.367 -1.759 2.443
C -0.780 -3.184 1.885
H 0.693 -1.664 2.856
H -0.436 -1.066 1.497
H -1.068 -1.338 3.272
H -0.043 -3.522 1.024
H -1.839 -3.118 1.273
H -0.702 -3.924 2.630

The lowest unoccupied orbital energy (alpha / beta) comes out at -4.05 / -7.37 eV. Its spin multiplicity is 2. Its energy above the lowest of the compared OMol25 structures with the same formula, charge and spin is 3.217 eV. The expectation value of S² is 0.78. The total energy comes out at -13129.9902 eV. The value obtained for the HOMO energy (alpha / beta) is -13.24 / -13.25 eV. As for the total charge: +1. The HOMO-LUMO gap (alpha / beta) is 9.19 / 5.88 eV.

***

Density functional theory data (ωB97M-V with the def2-TZVPD basis set) for 10 unconnected molecules or ions with the total composition C22H42O38S9 at a distorted geometry.

Atoms and positions in Å:
O 15.495 8.709 26.765
S 14.727 8.623 25.575
O 13.347 8.976 25.531
O 15.583 9.355 24.378
C 16.696 8.556 24.082
C 16.158 7.107 24.014
O 14.999 7.159 24.852
H 17.189 8.814 23.148
H 17.399 8.691 24.908
H 16.875 6.356 24.336
H 15.842 6.876 22.997
O 5.291 9.055 19.091
S 5.610 9.862 20.265
O 5.899 11.214 19.993
O 4.372 9.799 21.286
C 4.391 8.583 22.045
C 5.889 8.227 22.144
O 6.603 9.019 21.237
H 3.875 8.802 22.974
H 3.912 7.853 21.392
H 6.011 7.163 21.929
H 6.353 8.393 23.120
O 13.218 2.448 25.750
S 12.110 2.811 24.898
O 11.005 1.911 24.678
O 11.526 4.282 25.366
C 12.295 5.329 24.775
C 13.226 4.728 23.716
O 12.538 3.486 23.479
H 11.629 6.088 24.360
H 12.798 5.837 25.597
H 14.184 4.481 24.176
H 13.302 5.185 22.737
O 8.742 6.223 15.902
S 8.349 5.253 16.872
O 7.642 4.088 16.423
O 9.611 4.827 17.750
C 9.193 4.477 19.077
C 8.090 5.510 19.368
O 7.615 6.020 18.134
H 8.907 3.442 19.250
H 10.155 4.696 19.544
H 8.337 6.228 20.149
H 7.348 4.953 19.955
O 14.782 5.630 21.023
S 14.859 5.298 19.633
O 15.750 4.164 19.387
O 13.399 5.121 18.977
C 13.153 5.955 17.850
C 14.524 6.628 17.537
O 15.281 6.549 18.747
H 12.774 5.429 16.977
H 12.397 6.671 18.171
H 14.421 7.680 17.285
H 15.043 6.079 16.753
O 14.170 12.996 20.693
S 13.517 12.654 21.945
O 13.931 11.539 22.737
O 13.523 13.944 22.979
C 12.319 13.990 23.670
C 11.198 13.435 22.788
O 11.880 12.643 21.769
H 12.323 13.488 24.641
H 12.194 15.063 23.829
H 10.680 14.282 22.348
H 10.572 12.820 23.429
O 11.197 7.879 19.653
S 10.608 7.937 20.967
O 10.190 6.673 21.501
O 11.759 8.605 21.929
C 11.220 9.337 22.992
C 9.821 9.845 22.511
O 9.652 9.163 21.260
H 10.987 8.704 23.850
H 11.984 10.034 23.329
H 9.813 10.927 22.402
H 8.984 9.546 23.136
O 10.217 7.602 26.653
S 9.077 7.667 25.786
O 9.254 7.000 24.532
O 7.686 7.177 26.604
C 7.112 8.265 27.288
C 7.223 9.363 26.263
O 8.447 9.170 25.603
H 6.154 8.001 27.725
H 7.802 8.487 28.113
H 7.040 10.338 26.715
H 6.508 9.251 25.439
O 9.024 14.996 19.996
S 8.112 13.936 20.298
O 8.561 12.736 20.973
O 6.855 14.638 21.146
C 5.653 14.307 20.494
C 5.993 14.420 19.009
O 7.194 13.653 18.961
H 5.415 13.268 20.725
H 4.821 14.895 20.880
H 6.200 15.384 18.545
H 5.196 13.905 18.472
O 11.237 12.549 15.240
C 11.069 11.949 16.279
C 12.068 11.862 17.420
C 11.101 11.752 18.602
C 9.969 10.965 18.019
O 9.888 11.523 16.674
H 12.775 11.031 17.435
H 12.692 12.750 17.497
H 11.412 11.332 19.562
H 10.729 12.708 18.977
H 10.253 9.928 17.822
H 9.002 11.000 18.514

The lowest unoccupied orbital energy comes out at -0.56 eV. As for the SMILES: O=S1(=O)OCCO1.O=S1(=O)OCCO1.O=S1(=O)OCCO1.O=S1(=O)OCCO1.O=S1(=O)OCCO1.O=S1(=O)OCCO1.O=S1(=O)OCCO1.O=S1(=O)OCCO1.O=S1(=O)OCCO1.O=C1CCCO1. Its spin multiplicity is 1. Its energy above the lowest of the compared OMol25 structures with the same formula, charge and spin is 1.689 eV. The total energy comes out at -198806.0506 eV. The value obtained for the HOMO energy is -9.73 eV. As for the total charge: 0. The HOMO-LUMO gap is 9.17 eV.

***

Density functional theory data (ωB97M-V with the def2-TZVPD basis set) for a molecular structure, C11H11F6N3OPV at a distorted geometry.

Atoms and positions in Å:
V 0.170 -0.616 -0.465
C 5.286 -0.040 1.899
C 4.391 0.843 1.182
C 3.116 0.434 0.919
C 2.719 -0.844 1.356
C 3.622 -1.736 2.065
C 4.898 -1.331 2.312
N 1.405 -1.249 1.042
N 1.057 -2.349 1.603
C -0.200 -2.786 1.272
C -0.677 -3.942 1.860
C -1.972 -4.371 1.527
C -2.706 -3.631 0.633
C -2.149 -2.467 0.060
N -0.932 -2.051 0.377
H 6.278 0.327 2.140
H 4.739 1.818 0.870
H 2.436 1.092 0.395
H 3.276 -2.708 2.378
H 5.592 -1.976 2.831
H -0.051 -4.481 2.560
H -2.380 -5.270 1.972
H -3.709 -3.922 0.349
H -2.707 -1.885 -0.663
O -0.684 0.982 0.392
H -0.883 1.759 -0.160
H -1.038 1.176 1.275
F 1.171 0.740 -1.867
P 0.736 -0.068 -3.295
F 0.436 1.137 -4.144
F -0.693 -0.152 -2.429
F 1.041 -1.729 -1.538
F 2.219 -0.343 -3.508
F 0.260 -1.260 -4.111

The lowest unoccupied orbital energy (alpha / beta) comes out at -12.58 / -14.25 eV. Its spin multiplicity is 4. The expectation value of S² is 3.84. The total energy comes out at -69359.7098 eV. The value obtained for the HOMO energy (alpha / beta) is -20.10 / -20.61 eV. As for the total charge: +3. The HOMO-LUMO gap (alpha / beta) is 7.51 / 6.36 eV.

***

Density functional theory data (ωB97M-V with the def2-TZVPD basis set) for C4H5NOS2 in the gas phase at a distorted geometry.

Atoms and positions in Å:
C -2.047 0.049 0.037
S -0.801 1.373 0.222
C 0.758 0.693 0.126
C 1.893 1.342 -0.056
C 3.082 0.538 0.044
O 4.263 0.882 -0.071
N 2.687 -0.822 0.080
S 1.097 -1.252 0.110
H -2.600 0.166 -0.970
H -2.773 0.160 0.868
H -1.530 -0.851 0.147
H 1.959 2.464 -0.066
H 3.287 -1.480 0.528

The lowest unoccupied orbital energy comes out at 0.20 eV. As for the SMILES: CSc1cc(=O)[nH]s1. Its spin multiplicity is 1. Its energy above the lowest of the compared OMol25 structures with the same formula, charge and spin is 1.253 eV. The total energy comes out at -29435.8408 eV. The value obtained for the HOMO energy is -8.65 eV. As for the total charge: 0. The HOMO-LUMO gap is 8.85 eV.